C17H22NO3 | the ωB97M-V functional and the def2-TZVPD basis

Output
- SMILES string = COc1c2c([n+](C)c3c(OC)cccc13)O[C@@H](C(C)C)C2
- maximum force (hartree/bohr) = 0.062
- LUMO energy (eV) = -3.8
- E_HOMO (eV) = -11.91
- total charge = +1
- Kohn-Sham gap (hartree) = 0.298

XYZ file:
```
43
Properties=species:S:1:pos:R:3:forces:R:3
O 0.8521 -4.0525 0.8442 -0.1 0.9 -0.6
O -1.4027 0.1684 -1.2410 1.4 -1.2 1.4
O 1.7615 1.9974 1.7067 0.0 -2.1 0.1
N -0.0717 -1.3652 0.0284 -1.8 2.2 -1.5
C -3.0326 3.6388 -1.4229 0.1 -0.6 0.3
C -0.3588 2.2366 -0.5777 -0.6 0.6 0.9
C 0.8907 -1.5540 0.9637 1.9 -1.8 1.5
C 2.3851 -2.9926 2.3163 -0.9 -1.3 -1.1
C 0.2079 1.0414 0.1558 0.8 0.0 0.2
C -3.8454 1.4647 -2.2714 -0.1 -1.0 0.7
C 1.5409 -0.4344 1.5602 0.3 0.0 0.2
C -1.4799 1.6100 -1.4592 0.1 0.7 0.6
C 2.4034 2.8939 0.8191 0.2 0.8 -1.0
C 1.1731 0.8868 1.1450 -0.4 1.5 -0.7
C 2.9706 -1.9021 2.8797 -0.6 2.1 -0.6
C 1.3742 -2.8901 1.3533 0.2 0.8 0.4
C 1.7925 -4.9119 0.1973 0.2 -1.2 0.0
C -0.7558 -2.4326 -0.6735 -0.2 -1.1 -0.5
C 2.5921 -0.6311 2.4791 0.4 -0.1 0.7
C -2.9055 2.1003 -1.2213 -0.7 0.4 -0.8
C -0.4129 -0.0970 -0.3391 -0.6 -0.5 -0.4
H 3.1310 0.2198 2.9099 -0.5 -0.2 -0.3
H -1.2518 1.7439 -2.5008 0.2 0.1 -0.5
H 3.7004 -2.0192 3.6234 1.0 -0.1 0.8
H 1.3661 -5.4138 -0.6853 -0.3 0.5 0.3
H 0.3855 2.7770 -1.1974 -0.4 -0.4 0.5
H -4.8130 1.9717 -2.2819 0.1 -0.1 0.1
H -2.4055 4.1552 -0.7081 0.2 0.4 0.0
H 2.7161 -4.4322 -0.1050 0.0 0.5 0.0
H -1.4980 -2.0090 -1.3479 0.3 0.0 0.1
H -1.2750 -3.0780 0.0303 0.2 -0.1 0.0
H -4.0683 3.9365 -1.1889 0.4 -0.1 -0.3
H -0.7988 2.9478 0.1835 0.5 -0.5 -0.9
H -0.0094 -3.0146 -1.2388 -0.5 0.2 0.2
H -3.2538 1.7961 -0.2090 0.3 0.3 -0.5
H 1.6647 3.5747 0.4078 0.0 0.2 -0.1
H 3.1655 3.4772 1.3249 -0.2 -0.1 0.6
H -4.0241 0.4029 -1.9850 0.0 0.6 -0.5
H 2.7792 -3.9740 2.6122 -0.6 0.3 -0.3
H -3.4444 1.5159 -3.2913 0.1 0.0 0.3
H 2.9480 2.4258 -0.0111 -0.4 -0.4 0.2
H 2.0660 -5.7191 0.8741 0.0 0.0 0.2
H -2.7595 3.9406 -2.4583 -0.2 -0.2 0.7
```
Forces are in eV/Å.